A cluster of 8 separate species, C29H72B3F12N5O6 in total at a distorted geometry, computed with wB97M-V/def2-TZVPD.

Summary:
**Strongest force on any atom**: 2.595 eV/A
**Spin multiplicity**: 1
**Charge**: +2
**Orbital gap**: 0.3665 Ha
**HOMO**: -13.925 eV
**LUMO energy**: -3.951 eV

Last column: Mulliken charge in e.
Atoms and positions in Å:
1 C 4.783 2.114 0.058  -0.56
2 O 3.760 2.705 0.863  -0.52
3 C 2.930 1.778 1.596  -0.16
4 C 1.873 2.591 2.326  0.43
5 N 1.151 3.554 1.363  -0.04
6 H 0.839 4.393 1.869  0.54
7 H 1.927 3.884 0.751  0.64
8 C -0.035 3.106 0.639  0.84
9 C -0.607 4.248 -0.152  -0.79
10 O 0.363 4.837 -0.967  -0.27
11 C 0.015 6.158 -1.236  -0.77
12 H 5.437 2.928 -0.328  0.35
13 H 4.295 1.677 -0.812  0.10
14 H 5.367 1.339 0.562  0.24
15 H 3.545 1.202 2.312  0.55
16 H 2.458 0.984 0.955  -0.22
17 H 2.223 3.194 3.149  0.39
18 H 1.095 1.962 2.728  -0.68
19 H -0.780 2.803 1.351  -0.77
20 H 0.231 2.255 0.016  -0.15
21 H -1.088 5.044 0.450  0.77
22 H -1.442 3.813 -0.751  0.04
23 H -0.002 6.818 -0.357  0.34
24 H -0.939 6.246 -1.798  0.30
25 H 0.770 6.696 -1.833  0.28
26 C 4.831 -0.316 -3.725  -0.55
27 O 4.510 -1.687 -3.684  -0.36
28 C 3.298 -1.908 -4.263  -0.02
29 C 2.701 -3.248 -3.877  -0.82
30 N 2.558 -3.217 -2.402  0.45
31 H 2.773 -4.132 -2.025  0.47
32 H 3.161 -2.489 -1.980  -0.33
33 C 1.172 -2.887 -1.939  -0.49
34 C 0.995 -3.452 -0.532  0.04
35 O 1.285 -4.810 -0.657  -0.49
36 C 1.609 -5.358 0.594  -0.69
37 H 5.849 -0.237 -3.403  0.24
38 H 4.088 0.305 -3.165  0.06
39 H 4.820 0.065 -4.775  0.37
40 H 3.245 -1.761 -5.373  0.57
41 H 2.592 -1.121 -3.902  -0.10
42 H 3.355 -4.095 -4.036  0.47
43 H 1.771 -3.451 -4.411  0.35
44 H 0.527 -3.365 -2.648  0.86
45 H 1.136 -1.787 -1.927  -0.33
46 H -0.028 -3.234 -0.272  0.76
47 H 1.629 -2.921 0.223  -0.41
48 H 1.694 -6.450 0.524  0.33
49 H 0.810 -5.177 1.333  0.30
50 H 2.575 -4.975 0.929  0.22
51 C -2.833 -3.595 -3.982  -1.13
52 C -3.234 -3.135 -2.555  -0.75
53 C -2.877 -1.661 -2.228  1.19
54 C -3.638 -0.695 -3.154  -1.12
55 N -3.398 0.858 -2.848  0.61
56 C -4.278 1.336 -1.735  -0.35
57 C -5.653 1.579 -2.409  -0.74
58 C -5.417 1.625 -3.885  -0.82
59 C -3.900 1.623 -4.043  -0.77
60 C -1.993 1.104 -2.453  -0.20
61 C -0.940 0.840 -3.534  -0.73
62 C 0.423 1.102 -2.967  -0.72
63 H -3.439 -3.073 -4.775  0.30
64 H -2.974 -4.689 -4.179  0.40
65 H -1.771 -3.381 -4.285  0.18
66 H -2.777 -3.804 -1.804  0.39
67 H -4.304 -3.289 -2.434  0.48
68 H -1.809 -1.672 -2.415  -0.53
69 H -3.018 -1.392 -1.165  -0.18
70 H -4.726 -0.799 -2.974  0.37
71 H -3.213 -0.824 -4.131  0.50
72 H -3.802 2.239 -1.374  0.51
73 H -4.393 0.658 -0.892  0.12
74 H -6.139 2.460 -2.018  0.43
75 H -6.340 0.769 -2.216  0.36
76 H -5.789 2.482 -4.432  0.48
77 H -5.729 0.710 -4.402  0.31
78 H -3.511 2.629 -3.885  0.46
79 H -3.466 1.180 -4.937  0.51
80 H -1.713 0.576 -1.541  -0.55
81 H -1.949 2.197 -2.239  0.67
82 H -1.138 1.474 -4.395  0.33
83 H -0.978 -0.202 -3.722  0.30
84 H 0.383 2.028 -2.393  0.08
85 H 1.196 1.217 -3.714  0.62
86 H 0.641 0.228 -2.327  -0.08
87 C -1.521 3.313 5.212  -0.95
88 C -2.195 2.703 4.076  0.84
89 O -2.529 3.143 3.051  -0.45
90 N -2.441 1.159 4.337  0.24
91 H -2.005 0.819 3.457  -0.02
92 H -1.939 0.808 5.166  0.37
93 C -3.791 0.529 4.135  -0.88
94 H -1.006 4.254 4.998  0.35
95 H -0.855 2.555 5.644  0.07
96 H -2.326 3.489 5.952  0.35
97 H -4.293 0.504 5.078  0.40
98 H -3.820 -0.440 3.668  0.33
99 H -4.320 1.107 3.415  0.36
100 C 1.190 -2.748 6.207  -0.94
101 C 0.635 -3.018 4.870  0.67
102 O -0.202 -3.823 4.603  -0.46
103 N 1.175 -2.168 3.738  0.85
104 H 0.547 -2.226 2.926  0.01
105 H 1.268 -1.233 4.145  -0.29
106 C 2.601 -2.390 3.301  -0.98
107 H 2.281 -2.626 6.257  0.34
108 H 0.824 -3.557 6.830  0.38
109 H 0.716 -1.881 6.650  0.21
110 H 3.239 -2.070 4.119  0.41
111 H 2.763 -1.679 2.507  0.29
112 H 2.914 -3.374 2.957  0.41
113 B -1.502 -0.372 1.206  -0.15
114 F -0.489 -0.155 0.240  -0.04
115 F -2.755 0.150 0.798  -0.28
116 F -1.546 -1.652 1.663  -0.40
117 F -1.127 0.343 2.340  -0.22
118 B 4.324 -1.426 -0.064  0.38
119 F 4.326 -0.743 1.204  -0.35
120 F 4.023 -2.783 0.117  -0.25
121 F 3.217 -0.757 -0.833  -0.21
122 F 5.541 -1.190 -0.680  -0.34
123 B 1.371 0.830 5.633  0.35
124 F 1.689 2.184 5.385  -0.39
125 F 0.096 0.582 4.746  -0.18
126 F 2.319 -0.052 5.131  -0.26
127 F 0.974 0.569 6.896  -0.28


A structure of composition C37H36Cl3N8O3SSn at a distorted geometry, computed with wB97M-V/def2-TZVPD.

Summary:
**Strongest force on any atom**: 1.143 eV/A
**Spin multiplicity**: 1
**Charge**: +1
**Orbital gap**: 0.2848 Ha
**HOMO**: -10.540 eV
**LUMO energy**: -2.790 eV

Last column: Mulliken charge in e.
Atoms and positions in Å:
1 Sn 0.654 -1.289 0.176  1.56
2 O 2.085 -2.781 0.560  -0.16
3 N 1.600 -4.019 0.718  0.20
4 C 2.540 -4.988 0.805  -0.50
5 C 2.200 -6.295 0.989  -0.73
6 C 0.843 -6.625 1.082  -0.27
7 C -0.093 -5.628 0.983  -0.86
8 C 0.281 -4.290 0.798  0.93
9 S -0.953 -3.077 0.679  -0.51
10 H 3.551 -4.618 0.722  0.51
11 H 2.978 -7.040 1.057  0.45
12 H 0.531 -7.649 1.228  0.42
13 H -1.150 -5.844 1.047  0.48
14 C 1.033 2.773 -3.000  -1.18
15 C 0.911 2.669 -1.480  0.64
16 C 2.233 2.435 -0.804  -0.07
17 C 2.996 3.510 -0.359  -0.72
18 C 4.249 3.309 0.187  -1.18
19 C 4.758 2.028 0.287  -0.52
20 C 4.027 0.923 -0.134  0.65
21 C 4.616 -0.453 0.034  0.30
22 C 5.698 -0.747 -1.008  -1.46
23 C 2.754 1.144 -0.669  -0.63
24 N 1.954 0.024 -1.107  2.02
25 C 2.251 -0.514 -2.245  -0.81
26 C 1.630 -1.684 -2.677  0.06
27 C 1.588 -2.327 -3.917  -0.90
28 C 0.649 -3.347 -3.786  -1.28
29 C 0.169 -3.283 -2.468  -0.69
30 N 0.776 -2.294 -1.804  0.61
31 H 0.055 2.921 -3.461  0.40
32 H 1.470 1.865 -3.419  0.02
33 H 1.675 3.607 -3.285  0.44
34 H 0.240 1.851 -1.243  -1.08
35 H 0.463 3.583 -1.084  0.78
36 H 2.598 4.513 -0.453  0.51
37 H 4.832 4.153 0.531  0.41
38 H 5.740 1.870 0.719  0.52
39 H 3.847 -1.220 -0.014  -0.57
40 H 5.044 -0.520 1.037  0.40
41 H 5.278 -0.761 -2.016  0.30
42 H 6.165 -1.716 -0.827  0.40
43 H 6.481 0.012 -0.990  0.40
44 H 2.996 -0.022 -2.870  0.71
45 H 2.176 -2.078 -4.787  0.68
46 H 0.362 -4.072 -4.530  0.51
47 H -0.570 -3.910 -1.995  0.55
48 C -0.541 -0.087 -5.551  -0.81
49 N -1.524 -0.485 -4.552  0.12
50 C -2.659 -1.289 -4.990  -1.00
51 C -1.256 -0.367 -3.274  0.05
52 N -1.026 -0.243 -2.146  -0.26
53 H -1.032 0.503 -6.326  0.36
54 H -0.079 -0.968 -6.002  0.34
55 H 0.231 0.517 -5.082  0.16
56 H -3.263 -0.718 -5.695  0.34
57 H -3.271 -1.553 -4.132  0.34
58 H -2.309 -2.204 -5.472  0.30
59 N -4.507 2.288 4.124  0.02
60 C -5.541 3.183 4.298  0.75
61 C -6.302 3.538 5.410  -1.07
62 C -7.275 4.492 5.205  -0.41
63 C -7.489 5.075 3.941  -0.49
64 C -6.733 4.719 2.848  -0.78
65 C -5.739 3.755 3.034  0.58
66 N -4.846 3.222 2.126  -0.61
67 C -4.138 2.364 2.807  -0.02
68 C -3.064 1.567 2.216  1.42
69 C -2.389 0.562 2.898  -1.56
70 C -1.388 -0.142 2.266  -0.74
71 N -1.007 0.100 0.997  0.42
72 C -1.680 1.058 0.331  -0.42
73 C -2.691 1.798 0.897  -1.59
74 H -4.085 1.724 4.840  0.16
75 H -6.142 3.094 6.383  0.39
76 H -7.893 4.802 6.037  0.39
77 H -8.266 5.819 3.835  0.39
78 H -6.891 5.163 1.875  0.44
79 H -2.629 0.291 3.916  0.35
80 H -0.886 -0.940 2.786  0.84
81 H -1.406 1.222 -0.692  0.89
82 H -3.196 2.557 0.318  0.58
83 Cl 1.998 -0.670 5.352  -0.12
84 C 2.745 -0.488 3.770  0.84
85 Cl 4.099 -1.629 3.601  -0.13
86 Cl 3.321 1.164 3.556  -0.10
87 C 1.745 -0.874 2.662  0.21
88 O 0.903 -1.748 2.843  -0.74
89 O 1.886 -0.270 1.534  -0.55


The molecule C3H4N2O2 at a distorted geometry, computed with wB97M-V/def2-TZVPD.

Summary:
**Strongest force on any atom**: 5.052 eV/A
**Spin multiplicity**: 1
**SMILES**: Oc1cn(O)cn1
**Orbital gap**: 0.3269 Ha
**Relative energy (zero: lowest compared OMol25 entry of this formula, charge and spin)**: 124.0 kcal per mole
**HOMO**: -8.486 eV
**LUMO energy**: 0.409 eV

Last column: Mulliken charge in e.
Atoms and positions in Å:
1 O -2.453 -0.413 -0.005  -0.51
2 C -1.175 -0.225 -0.025  0.56
3 C -0.090 -0.939 -0.090  -0.71
4 N 0.971 -0.150 -0.194  0.15
5 O 2.291 -0.393 0.018  -0.44
6 C 0.549 1.130 -0.146  -0.01
7 N -0.730 1.053 0.241  -0.70
8 H -2.831 0.429 -0.251  0.36
9 H 0.099 -1.898 -0.148  0.60
10 H 2.153 -0.630 1.078  0.40
11 H 1.217 2.033 -0.478  0.30


Copy entry 3 word for word.
The molecule C3H4N2O2 at a distorted geometry, computed with wB97M-V/def2-TZVPD.

Summary:
**Strongest force on any atom**: 5.052 eV/A
**Spin multiplicity**: 1
**SMILES**: Oc1cn(O)cn1
**Orbital gap**: 0.3269 Ha
**Relative energy (zero: lowest compared OMol25 entry of this formula, charge and spin)**: 124.0 kcal per mole
**HOMO**: -8.486 eV
**LUMO energy**: 0.409 eV

Last column: Mulliken charge in e.
Atoms and positions in Å:
1 O -2.453 -0.413 -0.005  -0.51
2 C -1.175 -0.225 -0.025  0.56
3 C -0.090 -0.939 -0.090  -0.71
4 N 0.971 -0.150 -0.194  0.15
5 O 2.291 -0.393 0.018  -0.44
6 C 0.549 1.130 -0.146  -0.01
7 N -0.730 1.053 0.241  -0.70
8 H -2.831 0.429 -0.251  0.36
9 H 0.099 -1.898 -0.148  0.60
10 H 2.153 -0.630 1.078  0.40
11 H 1.217 2.033 -0.478  0.30


Question: What is the LUMO energy in the second record?
Answer: -2.790 eV


Question: Look up the orbital gap of the first one.
Answer: 0.3665 Ha


Please write out number 3 again, unchanged.
The molecule C3H4N2O2 at a distorted geometry, computed with wB97M-V/def2-TZVPD.

Summary:
**Strongest force on any atom**: 5.052 eV/A
**Spin multiplicity**: 1
**SMILES**: Oc1cn(O)cn1
**Orbital gap**: 0.3269 Ha
**Relative energy (zero: lowest compared OMol25 entry of this formula, charge and spin)**: 124.0 kcal per mole
**HOMO**: -8.486 eV
**LUMO energy**: 0.409 eV

Last column: Mulliken charge in e.
Atoms and positions in Å:
1 O -2.453 -0.413 -0.005  -0.51
2 C -1.175 -0.225 -0.025  0.56
3 C -0.090 -0.939 -0.090  -0.71
4 N 0.971 -0.150 -0.194  0.15
5 O 2.291 -0.393 0.018  -0.44
6 C 0.549 1.130 -0.146  -0.01
7 N -0.730 1.053 0.241  -0.70
8 H -2.831 0.429 -0.251  0.36
9 H 0.099 -1.898 -0.148  0.60
10 H 2.153 -0.630 1.078  0.40
11 H 1.217 2.033 -0.478  0.30